(1)
{"formula": "C4H11N3O2", "method": "ωB97M-V with the def2-TZVPD basis set", "charge": 0, "largest_force_ha_per_bohr": 0.087, "lumo_ev": 0.63, "multiplicity": 1, "relative_energy_kcal_mol": 40.9, "orbital_gap_ev": 9.644, "symbols": ["H", "H", "H", "C", "H", "O", "O", "C", "H", "H", "H", "H", "N", "H", "N", "H", "C", "C", "N", "H"], "positions_angstrom": [[-2.79536, -0.84781, -1.73963], [1.59686, 2.99666, 0.21540], [-0.78437, -0.46851, -1.66431], [-0.87052, -0.92764, 0.29984], [2.63414, 2.96343, -0.99298], [2.65121, 0.47178, -1.03363], [2.78674, 0.51197, 1.19440], [2.56079, 2.60131, 0.00134], [-3.82943, -2.07802, -0.82424], [-3.63868, -0.37258, -0.25065], [-2.34949, -1.88474, 1.21214], [0.77974, -1.01306, 1.42837], [-2.13235, -1.51652, 0.20570], [-0.77238, -1.69453, 2.18908], [-0.28428, -1.04309, 1.55843], [3.21125, 3.09996, 0.69474], [-3.12825, -1.15287, -0.74182], [2.62356, 1.07157, 0.15269], [-0.18149, -0.54763, -0.72840], [1.92231, -0.16968, -1.17649]], "forces_ev_per_a": [[0.3, -0.3, 0.5], [-1.2, -0.2, 0.8], [1.6, -0.4, 2.9], [0.0, -1.6, -1.4], [0.9, -0.1, -1.1], [-0.6, -0.5, -1.3], [-0.5, -0.4, 0.7], [-0.2, -0.7, 0.5], [1.0, 1.8, -0.2], [-1.4, 1.2, -0.3], [-0.7, 1.0, -3.1], [-2.1, -0.3, 1.0], [2.4, -0.9, 3.7], [1.2, 0.5, -0.4], [1.2, 0.3, -1.3], [0.6, 0.1, 0.2], [-1.7, -2.3, 0.3], [0.5, 1.8, -0.3], [-1.3, 1.1, -1.9], [0.1, 0.0, 0.6]], "mulliken_charge": [0.33, 0.28, 0.10, 0.47, 0.37, -0.49, -0.53, -1.07, 0.23, 0.31, 0.18, 0.20, -0.26, 0.19, -0.42, 0.31, -0.82, 0.71, -0.49, 0.41]}


(2)
{"formula": "C4H11N3O2", "method": "ωB97M-V with the def2-TZVPD basis set", "charge": 0, "largest_force_ha_per_bohr": 0.014, "lumo_ev": 0.47, "multiplicity": 1, "relative_energy_kcal_mol": 29.6, "orbital_gap_ev": 9.436, "symbols": ["H", "N", "H", "C", "O", "H", "H", "H", "C", "H", "H", "O", "C", "H", "H", "N", "H", "N", "C", "H"], "positions_angstrom": [[-0.03494, -2.37518, 1.59063], [-2.19588, -0.45853, 0.28701], [-1.86045, -3.27742, -0.41931], [-3.39057, -0.45984, -0.53931], [3.72339, 1.60679, 0.10148], [0.81935, 0.89884, -1.16114], [-4.28712, -0.38299, 0.07454], [-3.20555, -2.84403, 0.47825], [2.62816, 1.90541, -0.67363], [-3.33852, 0.42918, -1.15483], [3.84466, 0.67496, 0.31103], [2.74712, 2.70417, -1.55245], [1.35038, 1.22980, -0.26717], [-0.31944, -0.63718, 1.85996], [-3.45659, -1.33541, -1.19348], [-0.53375, -1.51670, 1.43395], [0.73053, 1.91586, 0.31044], [-2.19925, -2.85772, 0.44381], [-1.68179, -1.55316, 0.68344], [1.55322, 0.36420, 0.36411]], "forces_ev_per_a": [[-0.1, 0.3, 0.4], [0.0, 0.0, 0.3], [-0.2, 0.1, 0.2], [0.6, -0.1, 0.3], [0.5, 0.3, -0.3], [-0.1, 0.2, 0.2], [-0.2, -0.1, 0.0], [-0.1, -0.1, -0.3], [0.4, -0.1, 0.1], [-0.2, 0.1, -0.2], [-0.5, 0.0, 0.1], [-0.2, 0.1, 0.1], [0.1, -0.5, -0.1], [0.4, 0.0, 0.0], [-0.1, 0.0, 0.0], [-0.3, -0.5, -0.4], [0.0, 0.1, -0.2], [0.5, -0.3, 0.1], [-0.3, 0.5, -0.5], [-0.1, 0.0, 0.0]], "mulliken_charge": [0.20, -0.53, 0.25, -0.94, -0.49, 0.28, 0.29, 0.30, 0.53, 0.28, 0.33, -0.49, -0.63, 0.24, 0.33, -0.40, 0.26, -0.57, 0.56, 0.20]}


(3)
{"formula": "C4H11N3O2", "method": "ωB97M-V with the def2-TZVPD basis set", "charge": 0, "largest_force_ha_per_bohr": 0.041, "lumo_ev": 0.56, "multiplicity": 1, "relative_energy_kcal_mol": 36.3, "orbital_gap_ev": 9.826, "symbols": ["C", "N", "H", "H", "H", "H", "C", "N", "H", "H", "C", "H", "H", "H", "H", "O", "H", "O", "C", "N"], "positions_angstrom": [[-0.88790, -1.40894, 1.72085], [-0.45855, 1.86846, -0.84671], [-1.82476, 0.49410, -0.08812], [1.24660, -1.45478, 0.16620], [-0.48903, -0.40830, 1.59765], [-2.39129, 1.40185, -1.46276], [-0.07997, -2.51902, 1.17720], [1.71966, 2.43759, -0.28934], [2.07972, 0.46722, -1.66095], [0.82012, -0.48864, -1.45080], [0.73740, 1.49281, -0.70179], [-1.83162, -1.45472, 1.17684], [1.61440, 3.32408, -0.75018], [-1.28711, 0.04087, -1.67966], [-1.25608, -1.49980, 2.74114], [-0.01299, -3.62376, 1.62708], [1.79371, 2.40694, 0.71427], [0.69893, -2.25093, 0.06786], [-1.51739, 0.91163, -1.04519], [1.32615, 0.26334, -1.01361]], "forces_ev_per_a": [[-1.4, 0.6, 0.1], [-0.3, -0.3, 1.0], [0.0, 0.1, 0.1], [-0.4, 0.2, 0.0], [0.3, 0.0, -0.2], [0.0, 0.1, -0.1], [2.0, -0.7, 0.2], [0.4, -1.2, -0.7], [0.5, 0.0, 0.6], [-1.0, 0.2, 0.1], [-0.4, 0.8, -0.9], [-0.1, 0.2, -0.4], [-0.3, 0.3, 0.6], [0.2, 0.2, -0.1], [0.7, -0.5, 0.2], [-0.8, -0.1, 0.1], [0.2, 0.6, 0.0], [-0.3, 0.0, 0.2], [-0.1, -0.4, -0.5], [0.9, -0.3, -0.3]], "mulliken_charge": [-0.76, -0.51, 0.08, 0.40, 0.25, 0.32, 0.56, -0.57, 0.18, 0.30, 0.56, 0.21, 0.25, 0.24, 0.36, -0.52, 0.22, -0.50, -0.56, -0.52]}